1.
{
  "formula": "C25H28IN2O11P",
  "method": "the ωB97M-V functional and the def2-TZVPD basis",
  "e_tot_ha": -2545.4815,
  "homo_ev": -9.3,
  "lumo_ev": -1.6,
  "orbital_gap_ev": 7.62,
  "symbols": ["I", "P", "O", "O", "O", "O", "O", "O", "O", "O", "O", "O", "O", "N", "N", "C", "C", "C", "C", "C", "C", "C", "C", "C", "C", "C", "C", "C", "C", "C", "C", "C", "C", "C", "C", "C", "C", "C", "C", "C", "H", "H", "H", "H", "H", "H", "H", "H", "H", "H", "H", "H", "H", "H", "H", "H", "H", "H", "H", "H", "H", "H", "H", "H", "H", "H", "H", "H"],
  "positions_angstrom": [[3.29210, -2.81806, -2.56119], [-1.84145, 1.68995, -1.85874], [-2.69266, 0.99999, -3.06637], [-6.81547, 0.01034, 3.36616], [11.16003, -1.79915, -1.85478], [1.51102, -0.59015, -3.36746], [-5.17591, 0.21248, 9.32937], [0.38844, 0.56935, -1.05776], [6.92522, 0.66044, 0.15325], [-8.83158, -2.23724, 6.38667], [-2.23452, 0.81735, -0.55273], [3.98287, 1.86440, -3.07254], [-4.91602, -2.81526, -0.68323], [-0.32110, 0.87140, -2.26679], [1.63931, 2.72453, -6.00106], [-6.32526, 0.10907, 7.27512], [0.61024, 1.62359, -3.11973], [7.79532, -0.72205, -1.53950], [9.22415, 0.19147, 0.35258], [-6.68853, -2.07806, 2.29858], [-6.21518, -2.79006, 1.28011], [-5.36551, -2.16330, 0.23495], [8.85894, -1.33908, -2.04571], [-8.00712, -1.66029, 7.06422], [7.89587, 0.09454, -0.30284], [2.42451, -1.42862, -3.97798], [-6.38447, -0.63002, 2.42948], [-7.71009, -2.10691, 8.45010], [-0.05906, 2.03248, -4.43952], [-6.01901, -0.33959, 8.65564], [-7.25180, -0.49626, 6.53626], [10.19045, -1.23842, -1.39395], [-5.54353, -0.00184, 1.38294], [-5.07633, -0.71241, 0.36024], [5.10359, 2.18971, -2.26605], [10.28777, -0.42535, -0.15380], [0.76322, 3.06713, -5.15617], [-6.78779, -1.49549, 9.18717], [1.88406, 0.79683, -3.37639], [3.02626, 1.07565, -2.39553], [0.93565, 2.52540, -2.58123], [6.81225, -0.78359, -1.99020], [3.46930, 0.12607, -2.07136], [2.13267, 3.53354, -6.37574], [1.94035, -2.05903, -4.71666], [-5.75298, 0.95395, 6.91301], [-1.92677, -0.09979, -0.59652], [11.26886, -0.37204, 0.30066], [0.70460, -0.32890, -1.23361], [5.15776, 1.56711, -1.37235], [9.26540, 0.78988, 1.25377], [0.56478, 4.11052, -4.88976], [3.27161, -0.89679, -4.40454], [-6.54594, -1.80014, 10.19756], [2.25491, 1.05535, -4.36992], [2.66470, 1.58797, -1.49947], [-6.41561, -3.84700, 1.15913], [-7.31057, -2.50307, 3.07687], [-1.05501, 2.43295, -4.25196], [-7.48662, -0.18790, 5.52573], [-8.28238, -2.95310, 8.80872], [-4.46231, -0.27440, -0.41568], [-0.16394, 1.15748, -5.08397], [6.00937, 2.03319, -2.85357], [8.81564, -1.94162, -2.94408], [-5.33635, 1.05394, 1.50277], [-2.29201, 0.16975, -3.36293], [5.06168, 3.23721, -1.95768]]
}

---

2.
{
  "formula": "C2H6N5",
  "method": "the ωB97M-V functional and the def2-TZVPD basis",
  "e_tot_ha": -353.1222,
  "homo_ev": -14.7,
  "charge": 1,
  "lumo_ev": -6.0,
  "orbital_gap_ev": 8.68,
  "de_lowest_kcal_mol": 140.0,
  "symbols": ["N", "N", "N", "N", "N", "C", "C", "H", "H", "H", "H", "H", "H"],
  "positions_angstrom": [[0.18565, -1.94151, 1.20269], [0.37853, -2.47733, -2.27694], [-0.14547, -2.21760, -1.06656], [-0.14425, 0.29277, 0.60734], [0.18601, -2.21668, 0.07190], [-0.09646, -0.65726, 1.54465], [-0.36617, 1.58195, 0.90745], [-1.50265, 1.62083, 0.86883], [1.25047, -2.12522, -2.59423], [-0.09917, 1.89498, 1.87256], [0.06984, 2.32751, 0.26126], [-0.27917, -2.89269, -2.92963], [-0.26697, -0.45531, 2.60399]]
}

---

3.
{
  "formula": "CH4N2O",
  "method": "the ωB97M-V functional and the def2-TZVPD basis",
  "e_tot_ha": -225.2860,
  "homo_ev": -10.1,
  "lumo_ev": 0.8,
  "orbital_gap_ev": 10.90,
  "de_lowest_kcal_mol": 3.8,
  "symbols": ["O", "N", "N", "C", "H", "H", "H", "H"],
  "positions_angstrom": [[-0.16952, 1.72820, -0.02182], [-1.13231, -0.30261, -0.07852], [1.18737, -0.10837, -0.00171], [-0.01598, 0.53787, 0.03430], [1.24665, -1.13752, 0.09428], [-1.99758, 0.18116, 0.16855], [-1.16713, -1.29307, 0.00066], [2.04850, 0.39435, -0.19575]]
}

---

4.
{
  "formula": "C45H38Cl5GeN2ReS",
  "method": "the ωB97M-V functional and the def2-TZVPD basis",
  "e_tot_ha": -6701.1933,
  "spin_multiplicity": 2,
  "homo_ev": [-10.1, -10.5],
  "charge": 1,
  "lumo_ev": [-2.9, -3.5],
  "orbital_gap_ev": [7.17, 6.95],
  "de_lowest_kcal_mol": 0.2,
  "symbols": ["Re", "Ge", "Cl", "Cl", "Cl", "Cl", "Cl", "S", "N", "N", "C", "C", "C", "C", "C", "C", "C", "C", "C", "C", "C", "C", "C", "C", "C", "C", "C", "C", "C", "C", "C", "C", "C", "C", "C", "C", "C", "C", "C", "C", "C", "C", "C", "C", "C", "C", "C", "C", "C", "C", "C", "C", "C", "C", "C", "H", "H", "H", "H", "H", "H", "H", "H", "H", "H", "H", "H", "H", "H", "H", "H", "H", "H", "H", "H", "H", "H", "H", "H", "H", "H", "H", "H", "H", "H", "H", "H", "H", "H", "H", "H", "H", "H"],
  "positions_angstrom": [[1.26109, -0.02474, 0.11129], [-0.48691, 2.13946, 2.28799], [1.89733, -3.30843, 4.23056], [-1.04903, -4.45221, 4.32925], [2.50277, -0.97562, 2.08790], [-3.17524, -3.37609, 2.33915], [-2.43397, -1.22257, 0.23600], [-2.64406, -0.84060, -5.21710], [-3.16168, -5.35842, -5.50622], [0.04085, -0.23822, -1.59401], [0.07631, -1.30104, 1.24997], [3.98734, -2.38017, -0.80203], [0.93866, -1.79271, 2.21767], [-3.87527, -4.63981, -4.64308], [-4.92494, 2.77659, 0.77174], [-0.45963, 0.78709, -2.30417], [1.11708, 6.46501, 3.38232], [-1.56484, -2.78775, 2.25411], [-2.63924, 2.21309, 0.29779], [-0.38229, 0.87770, 3.75927], [5.18831, -2.90482, -1.59221], [3.41182, -1.14103, -1.45966], [2.14686, 2.45769, -3.52932], [-2.30659, 2.34330, 1.64418], [-2.84179, -2.60667, -5.31976], [0.79730, 0.75955, 4.49721], [2.90178, -1.18706, -2.75021], [-3.93796, 2.43055, -0.14011], [0.69070, 1.57664, 0.78888], [-0.27360, -1.47706, -1.99985], [-2.09812, -3.33888, -6.23082], [-1.28404, 0.61314, -3.38964], [0.87701, -0.11627, 5.57005], [-1.21662, -1.82364, 1.30386], [-2.30010, -4.71283, -6.28477], [-3.30677, 2.69913, 2.54851], [2.97863, 1.25776, -1.48271], [0.56468, 4.23294, 4.08973], [2.49522, -0.03998, -3.42964], [-1.60541, -0.67721, -3.81445], [-0.61726, -3.27391, 3.16651], [2.92938, -3.47009, -0.62414], [0.28279, 4.86813, 1.79469], [0.19541, 3.89446, 2.79118], [2.53005, 1.19669, -2.80920], [-4.60830, 2.90998, 2.11641], [0.68225, -2.76801, 3.15490], [1.02440, 5.51084, 4.38387], [-1.47962, 0.09909, 4.12217], [-1.06421, -1.74001, -3.09440], [-3.75992, -3.26322, -4.51288], [-1.40461, -0.77392, 5.20084], [3.47763, 0.12260, -0.81938], [-0.22680, -0.88147, 5.92519], [0.74291, 6.14380, 2.08391], [-1.67414, 1.48308, -3.90154], [-4.18198, 2.32770, -1.19037], [-1.38262, -2.85710, -6.88315], [1.30554, 5.76074, 5.39872], [-1.88126, 1.92168, -0.41960], [1.47321, 7.46047, 3.61291], [0.48891, 3.50313, 4.88751], [1.66329, 1.36133, 4.24050], [-3.07451, 2.81863, 3.60158], [5.95209, -2.13565, -1.70865], [-5.93975, 2.94481, 0.43567], [-0.02984, 4.63950, 0.77931], [0.79999, 6.89001, 1.30178], [4.34086, -2.08800, 0.18970], [2.14782, -0.11903, -4.45295], [5.63615, -3.75623, -1.07913], [3.08567, 2.22638, -1.00782], [-1.27133, -2.76662, -3.35884], [-2.26817, -1.36699, 5.47623], [-4.57789, -5.18787, -4.02630], [-5.37534, 3.18211, 2.82981], [2.85925, -2.14019, -3.26554], [1.62080, 3.14983, -2.86973], [-0.18496, 1.77536, -1.96917], [3.35361, -4.33849, -0.11934], [1.79717, -0.19743, 6.13526], [-4.37015, -2.72037, -3.80340], [3.03952, 2.97412, -3.88790], [1.51536, 2.24674, -4.39145], [-1.73896, -5.31773, -6.98749], [4.88791, -3.23518, -2.58833], [2.08208, -3.12218, -0.02490], [-2.40836, 0.17932, 3.56748], [0.12080, -2.29298, -1.40555], [1.11378, 2.44531, 0.25517], [-0.16795, -1.56107, 6.76578], [4.08825, 0.23854, 0.06685], [2.54542, -3.80647, -1.59047]]
}

---

5.
{
  "formula": "C25H24ClN6O4PSTi",
  "method": "the ωB97M-V functional and the def2-TZVPD basis",
  "e_tot_ha": -3645.9236,
  "spin_multiplicity": 3,
  "homo_ev": [-5.3, -8.5],
  "lumo_ev": [0.1, 0.0],
  "orbital_gap_ev": [5.32, 8.57],
  "de_lowest_kcal_mol": 6.8,
  "symbols": ["Ti", "Cl", "S", "P", "O", "O", "O", "O", "N", "N", "N", "N", "N", "N", "C", "C", "C", "C", "C", "C", "C", "C", "C", "C", "C", "C", "C", "C", "C", "C", "C", "C", "C", "C", "C", "C", "C", "C", "C", "H", "H", "H", "H", "H", "H", "H", "H", "H", "H", "H", "H", "H", "H", "H", "H", "H", "H", "H", "H", "H", "H", "H", "H"],
  "positions_angstrom": [[0.10207, 0.24540, -0.10038], [0.82164, -4.44643, 2.98818], [-1.46300, 2.47575, -0.85370], [2.62610, -0.65505, -0.46398], [-0.11523, 0.74984, 1.84647], [0.13666, 2.48640, 3.24212], [1.34597, 1.76641, 0.03498], [2.08551, 3.41461, 1.35893], [-2.32298, 0.03618, 0.58403], [0.46233, 0.15283, -2.35514], [-3.10135, 3.49171, 0.94208], [-3.00634, 1.21277, 0.90785], [2.77191, 0.08724, -2.00855], [-0.27280, -1.75090, 0.26958], [-2.56286, 2.38630, 0.40068], [5.17063, -3.75065, -1.36954], [-0.57869, 0.23848, -3.20664], [1.70552, 0.20466, -2.85941], [5.80503, 1.35628, 2.15293], [3.95244, 0.13044, 0.48186], [1.38236, 2.45840, 1.15500], [4.68228, -2.51131, -0.99285], [5.27758, 2.04759, 1.07433], [2.43750, -3.36738, -1.07289], [4.29283, -4.80592, -1.59210], [0.84958, 0.46036, -5.08167], [-1.05340, -2.52842, -0.56689], [-1.25914, -3.86396, -0.37166], [3.30766, -2.30816, -0.83559], [-0.67633, -4.53133, 0.72511], [-0.44452, 0.37715, -4.56367], [0.07875, -3.72511, 1.58862], [1.92472, 0.37873, -4.23814], [0.39329, 1.89106, 2.22259], [4.47587, -0.55936, 1.57786], [5.40105, 0.05142, 2.40714], [0.26193, -2.39081, 1.37331], [2.92961, -4.61228, -1.44613], [4.34955, 1.44120, 0.24006], [1.00690, 0.58780, -6.14509], [3.67539, 0.06528, -2.46021], [2.23676, -5.42730, -1.61193], [1.37138, -3.23306, -0.97211], [-3.58053, 3.45625, 1.82701], [5.56116, 3.07560, 0.89329], [-1.87056, -4.40415, -1.08281], [-1.90702, -0.33857, 1.43241], [-1.31600, 0.43727, -5.19803], [3.90036, 2.00155, -0.56819], [-3.47586, 1.22612, 1.80100], [0.82791, -1.77669, 2.06136], [-2.68593, 4.36889, 0.68036], [-1.55579, 0.21969, -2.74118], [4.16232, -1.57703, 1.78378], [-0.80922, -5.58488, 0.91060], [6.51923, 1.83819, 2.80789], [-2.95866, -0.64344, 0.18176], [5.37429, -1.69945, -0.80236], [4.67597, -5.77802, -1.87505], [-1.46833, -2.02561, -1.43409], [5.80136, -0.48839, 3.25536], [2.93883, 0.43469, -4.61067], [6.23701, -3.89808, -1.48302]]
}